[1]
Entry from the OMol25 dataset: C23H18AsNO3PdS6 as an isolated structure at a distorted geometry (ωB97M-V/def2-TZVPD).

The geometry in XYZ format:
```
53
Properties=species:S:1:pos:R:3
Pd 1.418 -1.604 -0.691
O -2.675 -3.919 4.515
C -1.939 -3.685 3.610
S -2.297 -4.092 1.916
C -0.857 -3.432 1.183
C 0.106 -2.804 2.146
S 1.467 -2.032 1.719
S -0.355 -2.900 3.819
S -0.642 -3.530 -0.412
C 5.510 -0.448 0.472
O 4.405 -1.232 0.027
C 4.663 -2.462 -0.449
S 6.157 -3.140 -0.445
S 3.215 -3.278 -0.930
H 5.064 0.477 0.827
H 6.197 -0.255 -0.353
H 6.051 -0.959 1.269
C 1.945 4.291 -0.805
C 2.456 3.256 -0.037
C 1.778 2.050 0.038
C 0.571 1.879 -0.636
C 0.073 2.912 -1.420
C 0.762 4.115 -1.502
As -0.271 0.139 -0.498
C -1.285 0.234 1.148
C -2.493 -0.440 1.266
C -3.192 -0.412 2.468
C -2.689 0.291 3.548
C -1.479 0.964 3.435
C -0.774 0.931 2.243
C -1.684 0.168 -1.807
C -1.628 -0.707 -2.884
C -2.637 -0.694 -3.840
C -3.703 0.180 -3.712
C -3.769 1.047 -2.629
C -2.762 1.043 -1.678
H 2.480 5.227 -0.877
H 3.394 3.378 0.488
H 2.217 1.226 0.598
H -0.845 2.791 -1.981
H 0.371 4.912 -2.119
H -2.902 -0.986 0.424
H -4.130 -0.942 2.553
H -3.235 0.310 4.482
H -1.083 1.515 4.277
H 0.162 1.472 2.163
H -0.791 -1.392 -2.994
H -2.582 -1.370 -4.680
H -4.488 0.185 -4.456
H -4.604 1.725 -2.526
H -2.825 1.715 -0.828
O 2.474 -0.440 -2.844
N 1.682 -1.273 -2.605
```

Values from the calculation:
DFT total energy	-5920.4286	a.u.
maximum force	1.59	eV Å⁻¹
energy above the lowest of the compared OMol25 structures with the same formula, charge and spin	80.36	kJ/mol

For reference, the natural (NBO) charges in units of e are: number 1, Pd, carries 0.3499; number 2, O, carries -0.5119; number 3, C, carries 0.2149; number 4, S, carries 0.3821; number 5, C, carries -0.4225; number 6, C, carries -0.4307; number 7, S, carries 0.2301; number 8, S, carries 0.3938; number 9, S, carries 0.1683; number 10, C, carries -0.2619; number 11, O, carries -0.5389; number 12, C, carries 0.0109; number 13, S, carries -0.1638; number 14, S, carries -0.1931; number 15, H, carries 0.1802; number 16, H, carries 0.1998; number 17, H, carries 0.2023; number 18, C, carries -0.1972; number 19, C, carries -0.2058; number 20, C, carries -0.2354; number 21, C, carries -0.2544; number 22, C, carries -0.2431; number 23, C, carries -0.1908; number 24, As, carries 1.0030; number 25, C, carries -0.2588; number 26, C, carries -0.2596; number 27, C, carries -0.2056; number 28, C, carries -0.2027; number 29, C, carries -0.2026; number 30, C, carries -0.2360; number 31, C, carries -0.3926; number 32, C, carries -0.1338; number 33, C, carries -0.2238; number 34, C, carries -0.1885; number 35, C, carries -0.2102; number 36, C, carries -0.2097; number 37, H, carries 0.2190; number 38, H, carries 0.2195; number 39, H, carries 0.2232; number 40, H, carries 0.2240; number 41, H, carries 0.2174; number 42, H, carries 0.2285; number 43, H, carries 0.2229; number 44, H, carries 0.2225; number 45, H, carries 0.2214; number 46, H, carries 0.2241; number 47, H, carries 0.2214; number 48, H, carries 0.2224; number 49, H, carries 0.2198; number 50, H, carries 0.2204; number 51, H, carries 0.2236; number 52, O, carries -0.2170; number 53, N, carries 0.1248

***

[2]
Entry from the OMol25 dataset: C23H18Br2PSe4Y as an isolated structure at a distorted geometry (ωB97M-V/def2-TZVPD).

The geometry in XYZ format:
```
49
Properties=species:S:1:pos:R:3
Y 0.816 -2.648 -0.322
C -2.705 1.473 -3.712
C -3.041 0.624 -2.664
C -2.041 0.201 -1.821
C -0.769 0.829 -1.781
C -0.490 1.778 -2.807
C -1.489 2.103 -3.723
P 0.339 0.140 -0.563
C 1.816 1.132 -0.814
C 2.354 1.946 0.222
C 3.652 2.467 0.088
C 4.469 2.171 -0.986
C 3.906 1.501 -2.082
C 2.609 1.001 -2.001
C -0.515 0.562 1.043
C -1.081 1.804 1.032
C -1.976 2.183 2.038
C -2.201 1.437 3.173
C -1.640 0.118 3.254
C -1.883 -0.760 4.293
C -1.265 -1.965 4.377
C -0.220 -2.297 3.461
C 0.063 -1.425 2.427
C -0.828 -0.330 2.138
H -3.496 1.710 -4.454
H -4.053 0.300 -2.488
H -2.317 -0.487 -0.997
H 0.515 2.161 -2.711
H -1.266 2.920 -4.458
H 1.851 2.031 1.184
H 4.096 3.050 0.887
H 5.536 2.404 -1.043
H 4.460 1.362 -3.013
H 2.217 0.402 -2.832
H -0.879 2.538 0.204
H -2.534 3.115 1.927
H -2.695 1.859 4.075
H -2.572 -0.497 5.074
H -1.457 -2.604 5.239
H 0.501 -3.076 3.677
Br -0.620 -2.724 -2.700
C -1.408 -3.931 -1.150
Br -0.914 -4.467 0.894
H -1.384 -4.873 -1.641
H -2.432 -3.591 -1.145
Se 1.922 -1.061 2.291
Se 3.474 -1.977 0.429
Se 2.974 -4.381 0.392
Se 2.601 -4.227 -1.913
```

Values from the calculation:
DFT total energy	-16020.6749	a.u.
maximum force	2.87	eV Å⁻¹
energy above the lowest of the compared OMol25 structures with the same formula, charge and spin	289.37	kJ/mol

For reference, the natural (NBO) charges in units of e are: number 1, Y, carries 0.9788; number 2, C, carries -0.1949; number 3, C, carries -0.2124; number 4, C, carries -0.1688; number 5, C, carries -0.3697; number 6, C, carries -0.2044; number 7, C, carries -0.2063; number 8, P, carries 0.8477; number 9, C, carries -0.4011; number 10, C, carries -0.1208; number 11, C, carries -0.2320; number 12, C, carries -0.1914; number 13, C, carries -0.2059; number 14, C, carries -0.1968; number 15, C, carries -0.2932; number 16, C, carries -0.1898; number 17, C, carries -0.2213; number 18, C, carries -0.1818; number 19, C, carries 0.0215; number 20, C, carries -0.2147; number 21, C, carries -0.2029; number 22, C, carries -0.1858; number 23, C, carries -0.2987; number 24, C, carries -0.0716; number 25, H, carries 0.2211; number 26, H, carries 0.2204; number 27, H, carries 0.2109; number 28, H, carries 0.2333; number 29, H, carries 0.2231; number 30, H, carries 0.2239; number 31, H, carries 0.2179; number 32, H, carries 0.2236; number 33, H, carries 0.2233; number 34, H, carries 0.2231; number 35, H, carries 0.2294; number 36, H, carries 0.2185; number 37, H, carries 0.2222; number 38, H, carries 0.2151; number 39, H, carries 0.2200; number 40, H, carries 0.2328; number 41, Br, carries -0.0393; number 42, C, carries -0.6369; number 43, Br, carries -0.0874; number 44, H, carries 0.2087; number 45, H, carries 0.2051; number 46, Se, carries 0.0159; number 47, Se, carries -0.1528; number 48, Se, carries 0.0144; number 49, Se, carries -0.3698